{"formula": "C33H33N5O2", "method": "ωB97M-V/def2-TZVPD", "symbols": ["N", "C", "C", "C", "C", "C", "C", "C", "C", "C", "C", "O", "C", "C", "C", "O", "H", "H", "H", "H", "H", "H", "H", "H", "H", "H", "H", "H", "H", "N", "C", "C", "C", "C", "C", "H", "H", "H", "H", "H", "N", "C", "C", "C", "C", "C", "H", "H", "H", "H", "H", "N", "C", "C", "C", "C", "C", "H", "H", "H", "H", "H", "N", "C", "C", "C", "C", "C", "H", "H", "H", "H", "H"], "coordinates": [[0.9150, 1.0857, -0.0205], [1.0054, 2.4371, -0.6039], [0.6242, 3.5105, 0.4524], [-0.3345, 4.5776, -0.1354], [-1.7526, 4.1180, 0.1379], [-2.2315, 4.1898, 1.4152], [-3.4892, 3.7552, 1.7056], [-4.2353, 3.2396, 0.6927], [-3.7587, 3.1587, -0.5834], [-2.5052, 3.6093, -0.8782], [-4.6244, 2.5454, -1.6472], [-4.4974, 2.8167, -2.8258], [-5.6201, 1.5530, -1.1437], [-6.0822, 1.6266, 0.0944], [-5.6145, 2.7363, 0.9804], [-6.3280, 3.1921, 1.8615], [1.1030, 1.1038, 0.9721], [-0.0157, 0.7097, -0.1601], [2.0405, 2.6365, -0.8815], [0.3199, 2.4554, -1.4462], [0.0892, 2.9671, 1.2284], [1.4968, 3.9501, 0.9360], [-0.1946, 4.6547, -1.2111], [-0.1727, 5.5588, 0.3083], [-1.5776, 4.5804, 2.1810], [-3.8440, 3.8060, 2.7232], [-2.1014, 3.5534, -1.8774], [-5.8983, 0.7687, -1.8355], [-6.7856, 0.8821, 0.4408], [-0.1993, 1.5478, -4.1438], [0.4397, 0.4911, -3.6418], [1.6214, -0.0114, -4.1645], [2.1686, 0.6123, -5.2731], [1.5173, 1.7111, -5.8104], [0.3431, 2.1373, -5.2086], [-0.0282, 0.0332, -2.7768], [2.0978, -0.8709, -3.7131], [3.0896, 0.2486, -5.7116], [1.9100, 2.2275, -6.6756], [-0.1983, 2.9948, -5.5933], [5.0159, -2.8296, 0.0369], [3.9666, -2.0400, 0.2717], [3.5657, -1.0199, -0.5777], [4.2939, -0.8063, -1.7319], [5.3904, -1.6111, -1.9981], [5.7056, -2.6054, -1.0824], [3.4245, -2.2440, 1.1864], [2.7033, -0.4085, -0.3400], [4.0072, -0.0173, -2.4170], [5.9852, -1.4755, -2.8916], [6.5521, -3.2636, -1.2480], [2.4648, -4.2747, 2.2199], [1.2668, -4.8562, 2.2477], [0.7950, -5.5961, 3.3215], [1.6159, -5.7433, 4.4279], [2.8665, -5.1472, 4.4163], [3.2397, -4.4254, 3.2923], [0.6595, -4.7166, 1.3594], [-0.1888, -6.0445, 3.2897], [1.2860, -6.3146, 5.2866], [3.5384, -5.2386, 5.2587], [4.2085, -3.9392, 3.2384], [-1.4486, -1.1542, 0.9462], [-2.6339, -1.7612, 0.9719], [-3.0859, -2.5258, 2.0368], [-2.2590, -2.6721, 3.1380], [-1.0218, -2.0495, 3.1318], [-0.6679, -1.3046, 2.0185], [-3.2473, -1.6232, 0.0879], [-4.0601, -2.9939, 2.0018], [-2.5742, -3.2622, 3.9894], [-0.3453, -2.1383, 3.9709], [0.2893, -0.7973, 1.9727]], "homo_energy_ev": -9.0, "lumo_ev": -0.762, "gap_ev": 8.215, "multiplicity": 1, "fmax_ev_per_a": 2.17, "smiles": "NCCCc1ccc2c(c1)C(=O)C=CC2=O.c1ccncc1.c1ccncc1.c1ccncc1.c1ccncc1", "charge": 0}

=====

{"formula": "C33H34B2F4GeN5O4Pd", "method": "ωB97M-V/def2-TZVPD", "symbols": ["Pd", "C", "C", "N", "O", "B", "F", "F", "O", "N", "C", "C", "C", "N", "O", "B", "F", "F", "O", "N", "C", "C", "C", "H", "H", "H", "H", "H", "H", "H", "H", "H", "H", "H", "H", "C", "Ge", "C", "C", "C", "C", "C", "C", "C", "C", "C", "C", "C", "C", "C", "C", "C", "C", "C", "C", "H", "H", "H", "H", "H", "H", "H", "H", "H", "H", "H", "H", "H", "H", "H", "C", "C", "C", "C", "N", "C", "C", "H", "H", "H", "H", "H", "H", "H"], "coordinates": [[-0.8310, 0.6688, -0.1714], [-0.9132, 1.0522, 4.2837], [-0.5465, 0.9329, 2.8482], [-1.3943, 0.9100, 1.8964], [-2.7182, 0.9285, 2.1843], [-3.4005, 2.1732, 1.7143], [-4.7073, 2.0820, 2.0591], [-2.7242, 3.2799, 2.2006], [-3.3786, 2.2705, 0.1780], [-2.1461, 2.4330, -0.3016], [-1.9097, 3.4739, -1.0097], [-2.9109, 4.5415, -1.2883], [-0.5068, 3.6541, -1.4452], [0.2997, 2.6724, -1.2890], [1.5594, 2.6574, -1.3408], [2.3092, 3.2648, 0.1120], [1.4279, 4.2301, 0.4876], [3.5041, 3.6683, -0.3379], [2.3934, 2.1046, 0.9334], [1.1432, 1.4835, 1.1220], [0.8994, 0.8344, 2.4279], [1.9565, 0.9503, 3.4944], [-0.0385, 4.9604, -1.9943], [-1.9900, 1.0347, 4.4113], [-0.5186, 1.9906, 4.6773], [-0.4546, 0.2431, 4.8539], [-3.8848, 4.2464, -0.9134], [-2.9710, 4.7392, -2.3593], [-2.6119, 5.4689, -0.7971], [2.9443, 0.9599, 3.0409], [1.8972, 0.1122, 4.1880], [1.8323, 1.8733, 4.0615], [-0.6425, 5.2418, -2.8566], [1.0093, 4.9155, -2.2740], [-0.1712, 5.7238, -1.2258], [1.1899, 0.0746, 1.1918], [2.0684, -1.2363, 0.0465], [0.6667, -1.4912, -1.3140], [0.4849, -0.5474, -2.3371], [-0.4922, -0.7277, -3.3117], [-1.2857, -1.8667, -3.2898], [-1.1135, -2.8113, -2.2861], [-0.1548, -2.6199, -1.3002], [2.2923, -2.8793, 1.0666], [2.5350, -4.0813, 0.4025], [2.7492, -5.2533, 1.1105], [2.7263, -5.2389, 2.4992], [2.4908, -4.0502, 3.1731], [2.2772, -2.8802, 2.4581], [3.6827, -0.5798, -0.8141], [3.9540, -1.0776, -2.0891], [5.1269, -0.7490, -2.7508], [6.0484, 0.0896, -2.1409], [5.7922, 0.5893, -0.8709], [4.6209, 0.2542, -0.2122], [1.1591, 0.3015, -2.4113], [-0.6044, 0.0031, -4.1027], [-2.0309, -2.0230, -4.0588], [-1.7277, -3.7026, -2.2719], [-0.0362, -3.3677, -0.5243], [2.5664, -4.1126, -0.6822], [2.9396, -6.1766, 0.5797], [2.8970, -6.1521, 3.0535], [2.4782, -4.0323, 4.2549], [2.1008, -1.9583, 3.0018], [3.2429, -1.7286, -2.5892], [5.3201, -1.1449, -3.7389], [6.9639, 0.3552, -2.6524], [6.5053, 1.2470, -0.3923], [4.4343, 0.6631, 0.7726], [-6.2812, -2.6369, -0.7319], [-4.9772, -1.9077, -0.6797], [-4.0141, -2.1996, 0.2815], [-2.8444, -1.4703, 0.3218], [-2.5832, -0.4869, -0.5431], [-3.4967, -0.1979, -1.4717], [-4.6887, -0.8805, -1.5750], [-6.2400, -3.5686, -0.1716], [-6.5685, -2.8563, -1.7597], [-7.0664, -2.0155, -0.2972], [-4.1735, -2.9824, 1.0101], [-2.0894, -1.6726, 1.0712], [-3.2563, 0.6105, -2.1501], [-5.3941, -0.5999, -2.3454]], "homo_energy_ev": [-10.9, -11.6], "de_lowest_kcal_mol": 0.0, "lumo_ev": [-3.402, -5.644], "gap_ev": [7.452, 5.938], "multiplicity": 5, "fmax_ev_per_a": 0.66, "charge": 1}

=====

{"formula": "C33H34BrCoN6O6Sb", "method": "ωB97M-V/def2-TZVPD", "symbols": ["Co", "O", "C", "O", "C", "C", "C", "N", "C", "C", "C", "C", "C", "C", "C", "N", "C", "C", "C", "C", "C", "N", "H", "H", "H", "H", "H", "H", "H", "H", "H", "H", "C", "C", "N", "C", "C", "N", "C", "O", "O", "C", "O", "O", "H", "H", "H", "H", "H", "C", "C", "Sb", "C", "C", "C", "C", "H", "H", "H", "H", "H", "H", "H", "H", "H", "H", "H", "H", "H", "H", "H", "Br", "C", "C", "C", "N", "C", "C", "H", "H", "H", "H"], "coordinates": [[0.5911, -0.3428, 0.6377], [-3.3203, -5.6996, 1.3958], [-2.7067, -5.4855, 0.3626], [-2.5471, -6.0683, -0.6986], [-1.9183, -4.1074, 0.4013], [-2.0575, -3.2586, 1.4928], [-1.3543, -2.0639, 1.5005], [-0.5384, -1.7364, 0.4564], [-0.3533, -2.5962, -0.5856], [-1.0639, -3.7841, -0.6443], [0.6195, -2.0963, -1.5151], [0.9581, -2.6941, -2.7327], [1.8648, -2.0761, -3.5606], [2.4164, -0.8544, -3.1545], [2.0645, -0.3329, -1.9299], [1.1986, -0.9219, -1.1037], [-1.2798, -1.0664, 2.5332], [-2.0668, -0.9980, 3.6864], [-1.8579, 0.0174, 4.5914], [-0.8466, 0.9543, 4.3339], [-0.1090, 0.8356, 3.1792], [-0.3077, -0.1308, 2.2839], [-2.6733, -3.5702, 2.3201], [-0.9537, -4.4816, -1.4573], [0.4996, -3.6348, -2.9974], [2.1460, -2.5160, -4.5037], [3.1191, -0.3321, -3.7818], [2.4903, 0.6042, -1.5988], [-2.8263, -1.7497, 3.8421], [-2.4591, 0.0927, 5.4843], [-0.6487, 1.7590, 5.0210], [0.6874, 1.5250, 2.9412], [2.1498, -3.8100, 2.3574], [2.8934, -2.6013, 1.9323], [2.3670, -1.4554, 1.5594], [3.4018, -0.6124, 1.2615], [4.5955, -1.2788, 1.4478], [4.2408, -2.5314, 1.8775], [6.0266, -0.9467, 1.2081], [6.2905, 0.2597, 0.7680], [6.8704, -1.7910, 1.4020], [3.1031, 0.7898, 0.8455], [4.0379, 1.5598, 0.6012], [1.8691, 1.0888, 0.7752], [1.0827, -3.6199, 2.2843], [2.3988, -4.0714, 3.3858], [2.4068, -4.6570, 1.7224], [4.9214, -3.2435, 2.1025], [5.4677, 0.8461, 0.6784], [0.2296, 4.3395, 2.2973], [-1.0504, 3.8289, 1.6649], [-0.8221, 2.3558, 0.0209], [-3.0054, 2.4142, -0.4418], [-3.6909, 3.6950, -0.8655], [0.1568, 3.8347, -1.3093], [-0.7791, 4.6921, -2.1297], [0.0009, 5.1108, 3.0336], [0.8899, 4.7707, 1.5495], [0.7761, 3.5494, 2.8029], [-1.5937, 4.6659, 1.2260], [-1.6899, 3.3654, 2.4164], [-3.4425, 2.0578, 0.4919], [-3.1730, 1.6487, -1.1933], [-3.4326, 4.5297, -0.2211], [-4.7710, 3.5553, -0.8162], [-3.4455, 3.9605, -1.8880], [0.8451, 3.2882, -1.9495], [0.7529, 4.4531, -0.6394], [-1.3635, 4.0876, -2.8204], [-0.2099, 5.4167, -2.7112], [-1.4594, 5.2386, -1.4836], [-3.0555, -0.9158, -6.2440], [-2.2931, -0.4705, -4.5623], [-2.7973, -1.0248, -3.3964], [-2.2385, -0.6134, -2.1979], [-1.2450, 0.2590, -2.1188], [-0.7506, 0.7500, -3.2429], [-1.2377, 0.4270, -4.4966], [-3.6120, -1.7292, -3.4168], [-2.6181, -0.9824, -1.2553], [0.0666, 1.4480, -3.1255], [-0.8310, 0.8779, -5.3871]], "homo_energy_ev": [-8.0, -8.2], "de_lowest_kcal_mol": 28.5, "lumo_ev": [-1.434, -1.426], "gap_ev": [6.519, 6.777], "multiplicity": 2, "fmax_ev_per_a": 2.46, "charge": 0}